1.
{
  "formula": "C9H2N4O4",
  "method": "wB97M-V/def2-TZVPD",
  "energy_ha": -863.9277,
  "fmax_ev_per_a": 6.7,
  "e_lumo_ev": -4.0106,
  "smiles": "N#Cc1cc2c(cc1[N+](=O)[O-])=NC(=O)C(=O)N=2",
  "species": ["N", "C", "C", "C", "C", "C", "C", "C", "N", "O", "O", "N", "C", "O", "C", "O", "N", "H", "H"],
  "positions_angstrom": [[-0.91032, 3.11495, 2.63180], [-0.94534, 2.05463, 2.09514], [-0.62043, 1.14385, 1.09603], [0.42863, 1.42108, 0.27616], [0.85976, 0.39628, -0.61567], [0.21604, -0.90655, -0.67685], [-0.93704, -1.01027, 0.10833], [-1.42613, -0.02040, 0.97013], [-2.52031, -0.30879, 1.86873], [-2.38065, -0.23612, 3.09543], [-3.64668, -0.52688, 1.28975], [0.69547, -1.89493, -1.29414], [1.75453, -1.55564, -2.11575], [2.12949, -2.49078, -2.82601], [2.43934, -0.23582, -2.19679], [3.46025, -0.08870, -2.81944], [1.82497, 0.81510, -1.36308], [0.95268, 2.32430, 0.34934], [-1.37427, -1.99530, 0.12690]]
}



2.
{
  "formula": "C2H5O2",
  "method": "wB97M-V/def2-TZVPD",
  "energy_ha": -229.6835,
  "fmax_ev_per_a": 1.6,
  "e_lumo_ev": 4.8133,
  "total_charge": -1,
  "species": ["O", "H", "O", "C", "C", "H", "H", "H", "H"],
  "positions_angstrom": [[-0.55542, 1.50675, 1.44518], [-0.14741, 0.88043, 0.79537], [0.18155, 0.50942, -0.98082], [0.42186, -0.73502, -0.89245], [0.03895, -1.62456, 0.10507], [1.08699, -1.13222, -1.68826], [-0.09003, -1.25744, 1.12203], [0.30297, -2.67563, 0.07182], [-0.93859, 2.14841, 0.87772]]
}



3.
{
  "formula": "C5H10O",
  "method": "wB97M-V/def2-TZVPD",
  "energy_ha": -271.6368,
  "fmax_ev_per_a": 4.0,
  "e_lumo_ev": 0.7821,
  "smiles": "C=CC.CC=O",
  "species": ["C", "C", "C", "H", "H", "H", "H", "H", "H", "C", "C", "O", "H", "H", "H", "H"],
  "positions_angstrom": [[3.11555, -1.86120, 1.13602], [2.12857, -0.98381, 0.81278], [1.05849, -0.61867, 1.86982], [3.87609, -2.23867, 0.44892], [2.75029, -2.33443, 2.01070], [2.66352, -0.22107, 0.10975], [0.63484, 0.31279, 1.62460], [1.65198, -0.57193, 2.83955], [0.19872, -1.41250, 1.94119], [-1.95202, 1.52936, -1.51865], [-3.38328, 1.36052, -2.19416], [-3.50059, 0.62502, -3.18414], [-1.27855, 1.47552, -2.39102], [-1.85342, 2.61912, -1.11508], [-1.79626, 0.72756, -0.80889], [-4.31393, 1.59240, -1.58141]]
}



4.
{
  "formula": "C29H32F5N5OPdSb",
  "method": "wB97M-V/def2-TZVPD",
  "energy_ha": -2339.7048,
  "fmax_ev_per_a": 0.7,
  "e_lumo_ev": -12.2743,
  "total_charge": 3,
  "species": ["Pd", "N", "C", "N", "C", "N", "N", "C", "C", "C", "C", "C", "C", "N", "C", "C", "C", "C", "C", "C", "H", "H", "H", "H", "H", "H", "H", "H", "H", "H", "H", "F", "C", "C", "F", "C", "F", "C", "O", "C", "F", "C", "F", "C", "C", "C", "Sb", "C", "C", "C", "C", "C", "C", "H", "H", "H", "H", "H", "H", "H", "H", "H", "H", "H", "H", "H", "H", "H", "H", "H", "H", "H", "H", "H"],
  "positions_angstrom": [[0.64513, -1.11962, 0.25511], [-2.25688, -1.51058, -2.91328], [-1.27639, -1.04500, -2.16778], [-0.87386, -1.59408, -1.04317], [-1.54566, -2.75192, -0.58064], [-1.21223, -3.32308, 0.53451], [-0.12858, -2.72152, 1.10221], [0.35841, -3.09497, 2.22231], [1.59633, -2.41752, 2.61801], [2.34628, -2.82939, 3.69873], [3.59351, -2.24876, 3.91778], [4.04709, -1.29455, 3.03015], [3.23177, -0.91572, 1.97085], [2.02420, -1.43579, 1.76986], [-2.61868, -3.30683, -1.38391], [-3.29548, -4.47802, -1.02020], [-4.29037, -4.97202, -1.83406], [-4.62820, -4.31272, -3.01945], [-3.97268, -3.15842, -3.39868], [-2.97049, -2.66835, -2.57281], [-2.48468, -1.02955, -3.77294], [-0.76828, -0.16076, -2.52507], [-0.08093, -3.90770, 2.79108], [1.97416, -3.61120, 4.34675], [4.20333, -2.56269, 4.75409], [5.02310, -0.84298, 3.13682], [3.56890, -0.18168, 1.25474], [-3.01897, -4.98369, -0.10651], [-4.80997, -5.87922, -1.55946], [-5.40743, -4.71303, -3.65371], [-4.22716, -2.65173, -4.32103], [-4.73503, 3.33951, 5.18805], [-4.08031, 2.54681, 4.44777], [-2.67838, 2.81834, 4.27366], [-2.18168, 3.85737, 4.88324], [-1.96193, 1.98332, 3.49527], [-0.69702, 2.13705, 3.27577], [-2.61132, 0.80433, 2.82605], [-1.98815, 0.04265, 2.14614], [-4.09142, 0.61019, 3.06345], [-4.62823, -0.40166, 2.47974], [-4.79002, 1.45942, 3.85125], [-6.06303, 1.34473, 4.09922], [0.55501, 3.70065, -2.15663], [0.16520, 2.25529, -1.85688], [-1.12650, 2.21000, -1.04132], [1.68592, 1.03128, -0.91496], [3.09327, 2.25364, 0.19079], [2.62656, 2.45863, 1.63025], [3.43339, 3.59885, -0.44800], [2.83424, 0.26190, -2.56728], [2.10212, -0.88575, -3.25442], [3.21851, 1.35201, -3.56532], [-0.25249, 4.16974, -2.72313], [1.46438, 3.78242, -2.74980], [0.68542, 4.27764, -1.24236], [0.03457, 1.75483, -2.82336], [-1.00296, 2.81148, -0.13571], [-1.41627, 1.20298, -0.72729], [-1.94940, 2.65086, -1.60813], [3.99313, 1.63067, 0.15025], [1.71586, 3.06274, 1.65087], [3.38532, 3.01199, 2.18728], [2.42419, 1.53173, 2.16835], [2.60573, 4.30032, -0.37720], [3.73613, 3.52460, -1.48972], [4.27043, 4.03238, 0.10333], [3.73863, -0.12467, -2.08824], [1.23836, -0.51959, -3.81835], [1.77024, -1.65912, -2.55762], [2.76426, -1.35930, -3.98116], [2.33774, 1.82041, -4.01045], [3.79430, 0.91169, -4.38173], [3.83596, 2.13073, -3.12197]]
}



Summary of gap between HOMO and LUMO in Ha
0.2385 0.2662 0.3801 0.1384
(order as listed above)